[1]
Here is a molecular structure, C22H16HfN3PS6Sb from OMol25. Energies are from wB97M-V/def2-TZVPD.

DFT total energy in hartree: -4031.317397
HOMO level in eV: -5.06

Geometry as ORCA input:
```
! wB97M-V def2-TZVPD RIJCOSX def2/J DEFGRID3
* xyz -1 1
Hf 0.6875 -2.6016 -1.4484
Sb -0.8434 -4.8018 -3.2786
S 0.5248 -3.3255 -4.7861
S -1.7900 -2.9064 -2.1171
S 2.1424 -2.7882 -3.5976
S 0.5600 -2.8488 1.1729
S 2.8156 -1.6732 -0.3507
S 0.7815 -5.1607 -1.6008
P -0.3441 -0.1207 -0.2126
N 0.1381 -0.5808 -3.0729
N 1.8187 -2.5219 4.6592
N 5.1899 -0.8538 2.3697
C -2.1084 0.9612 1.7372
C 1.6883 1.7904 0.1278
C -1.1720 2.8670 -3.6186
C -0.4240 0.7229 -2.8187
C 2.0911 1.2028 2.8089
C 2.6947 2.4312 0.8367
C -3.2585 0.9517 2.5144
C 0.8664 0.8548 0.7543
C -1.8201 -0.0990 0.8765
C 2.8606 -1.9920 2.3486
C -4.1356 -0.1214 2.4464
C -3.8558 -1.1851 1.6009
C -0.7939 1.0690 -1.5266
C 2.1539 -2.1773 1.1770
C -0.6056 1.6274 -3.8622
C -1.5731 3.2116 -2.3309
C -2.7023 -1.1768 0.8262
C 1.0802 0.5658 2.1014
C -1.3793 2.3153 -1.2944
C 2.2756 -2.3034 3.6220
C 4.1535 -1.3618 2.3617
C 2.9011 2.1344 2.1782
H 0.4731 -0.1833 2.5943
H 3.3340 3.1488 0.3344
H 3.7030 2.6150 2.7248
H -2.0249 4.1785 -2.1384
H 1.5532 2.0133 -0.9250
H -1.4251 1.7965 1.8145
H -0.5775 -1.1725 -3.4853
H -0.3105 1.3457 -4.8678
H 0.8838 -0.5423 -3.7543
H -3.4646 1.7819 3.1800
H -2.4835 -2.0201 0.1869
H -1.3108 3.5650 -4.4355
H -5.0291 -0.1324 3.0593
H 2.2598 0.9463 3.8471
H -1.6714 2.5881 -0.2879
H -4.5274 -2.0338 1.5492
*
```

natural (NBO) population analysis, charges in e, atoms 1 to 8: number 1, Hf, carries 1.097; number 2, Sb, carries 0.920; number 3, S, carries -0.382; number 4, S, carries -0.799; number 5, S, carries -0.422; number 6, S, carries -0.146; number 7, S, carries -0.147; number 8, S, carries -0.653

=====

[2]
Here is a molecular structure, C22H16NO5SY from OMol25. Energies are from wB97M-V/def2-TZVPD.

DFT total energy in hartree: -1715.571845
HOMO level in eV: -8.02
Energy relative to the best compared isomer or geometry (same formula, charge and spin) in eV: 0.000

Geometry as ORCA input:
```
! wB97M-V def2-TZVPD RIJCOSX def2/J DEFGRID3
* xyz 0 1
Y 0.0337 0.1746 0.0841
S -2.2849 -0.8844 0.2653
O 2.1789 -0.0949 4.6652
O 3.5563 3.4178 1.7421
O 0.5834 -0.2122 2.0697
O 3.8013 2.3718 4.5059
O 1.4241 1.7275 0.3919
N -1.3582 1.5976 -1.2785
C -4.5486 0.5819 0.2125
C -2.6845 1.5848 -0.9625
C 2.9362 2.4920 2.2261
C 0.9978 -1.6107 -2.1840
C 3.0951 1.9278 3.6370
C 2.2108 0.6876 3.7396
C 2.9022 -0.8439 -0.9102
C -1.6970 3.5724 -2.5837
C 3.4777 -1.8293 1.3336
C -4.9089 2.6230 -1.0042
C 1.4845 0.6363 2.4663
C -0.8830 2.5467 -2.0745
C 1.4297 -2.4963 0.0269
C 0.6478 -2.4603 -1.1292
C -3.2200 0.5235 -0.1720
C -3.5617 2.6179 -1.4073
C -5.3772 1.6302 -0.1825
C 2.1275 -0.7995 -2.0646
C 0.5711 2.5020 -2.4113
C 2.5732 -1.6953 0.1482
C 1.9191 1.6523 1.5996
C -3.0189 3.6169 -2.2400
H 0.8453 1.4875 -2.7094
H -3.6556 4.4133 -2.5966
H 4.0350 -0.9114 1.5140
H 0.4485 -1.6516 -3.1184
H 3.8046 -0.2521 -0.8534
H 1.1867 -3.1970 0.8146
H -4.9344 -0.2156 0.8290
H 2.9186 -2.0879 2.2317
H 2.4469 -0.1833 -2.8959
H -6.4009 1.6433 0.1563
H 4.1993 -2.6271 1.1400
H 0.8131 3.1978 -3.2093
H -0.1913 -3.1414 -1.2352
H -1.2608 4.3203 -3.2285
H 1.1529 2.7721 -1.5262
H -5.5600 3.4137 -1.3436
*
```

natural (NBO) population analysis, charges in e, atoms 1 to 8: number 1, Y, carries 1.991; number 2, S, carries -0.379; number 3, O, carries -0.510; number 4, O, carries -0.522; number 5, O, carries -0.841; number 6, O, carries -0.459; number 7, O, carries -0.893; number 8, N, carries -0.613